14 unconnected molecules or ions with the total composition C42H112O42S14 in a non-equilibrium geometry. Source: the Open Molecules 2025 dataset; level of theory: wB97M-V/def2-TZVPD.

## Properties
DFT total energy in Eh: -10401.88725
Orbital gap in Ha: 0.399
Lowest unoccupied orbital energy in eV: 0.26

```
210
Properties=species:S:1:pos:R:3:forces:R:3:lowdin_charge:R:1
S 0.371877 1.473366 -1.196057 -1.06 2.05 -1.39 0.54
S -3.853206 3.360104 -4.691796 -1.00 0.98 2.46 0.55
S -5.809989 1.098180 3.130335 -0.55 -2.49 -1.02 0.52
S -4.256244 -2.721988 -1.328721 -2.46 -2.89 -0.78 0.57
S -0.398478 3.254856 4.688969 1.36 2.28 -0.97 0.57
S -1.482680 -0.817098 -5.989172 -3.57 -2.01 -1.73 0.54
S 6.820274 -1.523612 -1.602976 0.80 1.56 0.57 0.53
S 0.405651 -5.319942 -0.481347 -1.10 5.11 0.47 0.57
S 2.880681 -6.786102 2.431916 -0.97 -1.19 -3.23 0.58
S -4.432749 4.251601 0.577371 0.62 0.56 2.42 0.66
S 2.010611 -1.001123 4.897600 0.60 2.41 1.13 0.52
S 0.500111 6.180727 -4.803585 2.63 1.02 -1.18 0.57
S 4.723217 2.299204 0.922431 0.47 4.40 0.68 0.52
S -2.022115 -1.994968 2.756333 -0.89 1.36 -2.39 0.58
O 4.792460 2.140792 -0.613735 -0.21 0.66 -1.40 -0.26
O 1.765095 -0.520052 3.594562 -1.05 0.29 -1.94 -0.27
O -5.440751 4.739723 -0.326276 0.83 -0.74 0.21 -0.28
O -0.675107 1.970568 -0.333458 0.76 -0.53 -0.33 -0.28
O 1.452990 2.345155 -1.600431 -0.28 0.29 0.02 -0.30
O 5.631396 3.412215 1.227469 -1.04 -1.67 0.30 -0.31
O -3.151918 5.225162 0.395832 -1.33 -0.03 -0.80 -0.26
O -1.000049 -5.310942 -0.148483 0.64 -0.64 0.08 -0.27
O -4.625583 -3.500860 -2.724747 0.63 0.13 0.64 -0.27
O -2.505201 3.034376 -4.445933 2.29 -0.93 0.35 -0.31
O -1.323909 -3.343591 2.463717 0.42 -0.76 0.52 -0.24
O -1.445244 4.058744 5.492661 -1.22 1.16 -1.35 -0.23
O 1.521849 6.471799 -3.853791 0.59 -0.76 0.92 -0.28
O 0.205137 7.268342 -5.673446 -0.84 -0.30 -0.74 -0.27
O 2.391427 -2.334782 5.101689 0.70 -1.88 0.32 -0.25
O 2.941422 -5.279528 2.786341 0.42 1.00 0.22 -0.26
O 1.011843 0.298037 -0.489232 0.58 -2.21 0.89 -0.25
O -3.064794 -2.015295 -1.519718 2.21 1.48 -0.25 -0.27
O 6.413876 -2.017473 -0.168124 -1.93 0.02 -0.50 -0.28
O -1.559797 -1.427358 3.985798 -0.17 0.08 0.62 -0.30
O 3.715087 -7.164387 1.282055 -0.88 1.03 1.66 -0.29
O -0.266058 -0.868826 -5.335889 3.01 0.50 2.01 -0.24
O -4.562290 1.235193 3.782528 1.51 0.63 0.21 -0.26
O 0.512228 -4.787800 -1.992371 0.48 1.33 0.40 -0.29
O 1.020180 4.957134 -5.758717 -1.69 1.11 0.87 -0.23
O -6.699132 2.165739 2.938203 -0.76 1.97 -0.27 -0.26
O -1.264582 -1.805132 -7.230080 1.00 0.86 0.36 -0.24
O 7.738797 -2.374332 -2.261414 0.69 -1.15 -0.02 -0.26
O -4.212435 3.518224 -6.056593 -1.02 0.17 -0.45 -0.26
O -4.094300 4.701861 -3.792647 -0.73 0.15 -1.90 -0.29
O 0.167227 4.201466 3.736290 -0.64 -1.50 1.06 -0.27
O 3.198105 -0.091816 5.430744 -0.10 -0.83 0.81 -0.26
O -2.719047 -1.253231 -5.387270 0.57 0.48 0.63 -0.29
O 4.885004 1.040558 1.500236 0.92 -2.59 0.85 -0.26
O 0.412769 2.663427 5.709396 0.93 -0.75 -0.19 -0.30
O 5.635190 -1.162667 -2.297430 -0.71 0.05 0.35 -0.26
O -6.660469 0.097846 3.980524 -0.81 -0.53 0.72 -0.23
O 1.281050 -4.498154 0.336900 -0.40 -0.78 -0.13 -0.30
O -3.440585 -2.222247 2.544637 0.90 0.39 0.26 -0.29
O -3.953420 2.869154 0.650922 -0.96 1.47 -0.85 -0.32
O -5.478629 -2.081518 -0.957122 0.35 0.26 -0.08 -0.27
O 1.457430 -7.078701 2.313553 2.00 -0.25 0.48 -0.31
C 5.743575 3.265594 -2.631293 -0.06 -1.23 -1.25 -0.07
C -2.371028 -2.516546 -7.714434 -0.63 0.16 -0.49 -0.32
C 2.852801 -1.092228 0.266473 1.43 -0.10 0.84 -0.05
C 3.323063 1.311468 5.078767 -1.96 0.25 -1.27 -0.27
C 7.354720 -1.860844 2.032855 0.41 0.50 0.55 -0.06
C -4.872038 2.217048 -3.730645 -0.52 0.21 -0.11 -0.09
C -1.909729 -3.494773 -8.711853 1.33 -1.47 -0.88 -0.08
C 7.696084 -0.057906 -1.121510 0.27 0.63 -1.61 -0.11
C -4.603284 5.944579 -4.523454 0.74 -1.07 -0.33 -0.20
C -4.643400 7.017506 -3.466763 0.07 0.06 0.64 -0.06
C 1.616773 -3.054996 -3.338040 0.11 -0.38 0.87 -0.05
C -6.065510 -1.072219 6.030643 -1.14 -0.96 2.67 -0.08
C 1.035512 -6.802352 -0.723502 0.55 -3.60 -0.55 -0.15
C 5.151992 -4.430728 3.545993 -0.17 1.37 0.57 -0.05
C -1.303503 -0.922571 1.441530 -0.34 -0.75 1.04 -0.07
C -6.055492 -1.051474 4.586009 1.52 -0.58 -2.05 -0.29
C -0.411322 -5.377543 3.479824 1.73 0.40 -0.28 -0.05
C 4.557653 1.802119 5.742543 1.09 1.73 0.10 -0.08
C -0.906753 5.671098 -3.963080 -0.73 1.96 -1.00 -0.13
C -4.857792 4.687042 2.345883 -0.67 -0.88 -1.22 -0.08
C 1.072819 2.554564 -5.910275 -0.18 0.22 1.25 -0.04
C -5.679997 0.208549 1.587547 1.00 -0.57 -0.72 -0.11
C 0.743389 -3.259923 -2.086558 -0.09 -1.18 0.98 -0.16
C 0.648549 -0.667632 5.968757 0.33 -1.87 0.86 -0.10
C 3.096464 2.813673 1.418175 -0.81 0.61 0.97 -0.11
C 2.363524 -0.285825 -0.852323 -1.01 1.65 0.93 -0.17
C 3.577239 -7.504637 3.821251 0.23 -0.24 0.97 -0.12
C -1.842391 4.782767 0.761131 0.34 -1.11 0.18 -0.25
C -1.245435 2.010555 3.857445 1.70 -0.90 -0.29 -0.10
C 4.914833 3.448766 -1.356216 0.55 -1.52 -1.69 -0.18
C 7.298323 -2.627373 0.757217 1.25 -0.66 -1.38 -0.27
C -0.413192 0.941467 -2.740423 0.83 -1.90 0.98 -0.09
C 1.439768 3.761307 -5.073861 1.70 0.30 -1.69 -0.28
C -1.722710 3.712644 6.807620 0.29 -0.75 2.96 -0.28
C -3.574363 -4.313077 -3.373585 -0.12 0.96 -0.12 -0.24
C 4.108964 -4.452442 2.477637 0.50 -0.67 -2.31 -0.21
C -1.824658 0.651207 -6.813697 0.24 1.03 0.52 -0.12
C -0.453103 -3.855167 3.519878 1.16 -0.36 -0.11 -0.22
C -3.981251 -4.103837 -0.240183 -1.13 1.14 1.61 -0.10
C -1.056011 4.729579 7.742119 0.41 -0.81 0.86 -0.06
C -4.262492 -5.359794 -4.232558 0.15 -0.83 0.33 -0.07
C -0.822712 5.009739 -0.336089 0.44 -0.64 -0.64 -0.05
H -3.507142 -5.933807 -4.786974 -0.05 0.31 0.00 0.08
H 2.598432 -3.585948 -3.206707 -1.15 0.08 -0.36 0.11
H -5.017887 -1.155589 4.271768 0.20 0.51 -0.24 0.09
H -1.504422 -1.255841 0.414056 -0.05 -0.19 0.49 0.06
H -1.949490 3.711065 0.983893 0.49 0.26 -0.20 0.08
H 4.380343 2.106393 6.802465 0.23 -0.97 -0.56 0.09
H -1.936913 1.496875 -6.109454 0.24 -0.48 -0.29 0.05
H -3.283139 -3.811585 0.545089 0.05 0.16 -0.18 0.04
H 2.506067 3.842659 -5.054008 0.97 -0.01 -0.03 0.11
H 1.908498 -2.029529 -3.447475 -0.02 0.84 0.19 0.04
H 3.313240 1.358592 3.949622 0.42 0.00 1.20 0.11
H 0.959370 -0.376404 6.978492 0.32 -0.80 -0.12 0.09
H 1.861690 -6.757570 -1.389680 1.04 0.37 -0.16 0.09
H -5.419418 -1.877948 6.416484 -0.23 0.14 -0.33 0.10
H 6.935537 -3.640957 0.878789 -0.05 -0.24 0.22 0.11
H -1.572936 5.274333 1.694465 0.11 0.26 -0.07 0.12
H 5.423300 4.122916 -0.715322 -0.09 0.71 0.57 0.09
H 4.515671 -4.833421 1.489974 -0.50 0.36 1.08 0.13
H -4.155314 4.054344 2.855325 0.47 -0.07 0.53 0.03
H 1.502225 2.694007 -6.913773 -0.82 0.02 0.14 0.10
H 3.474738 -8.581892 3.763454 0.58 -0.13 -0.28 0.09
H 6.057605 -3.965652 3.208844 0.47 0.23 -0.85 0.05
H -1.040440 0.804419 -7.547100 -0.12 0.25 -0.14 0.09
H 1.226907 -2.989499 -1.081559 -0.47 -0.20 -1.82 0.10
H 7.741239 -0.846465 1.868787 0.14 -0.31 0.14 0.09
H 3.008491 -0.470149 1.167584 0.10 -0.33 -0.50 0.07
H 2.197846 -0.831712 -1.724819 -0.07 -0.74 -1.49 0.08
H -0.756006 4.721796 -3.568745 -0.17 -1.54 0.93 0.03
H 0.351419 0.535995 -3.394037 0.37 -0.10 0.07 0.04
H -0.030866 2.469151 -5.783816 0.83 -0.45 -0.86 0.07
H -2.866751 -2.999901 -6.877286 -0.23 0.00 -0.11 0.11
H -5.015974 -5.001726 -4.942787 0.35 0.38 0.24 0.08
H -0.698081 5.998900 -0.702056 -0.35 1.41 0.26 0.06
H -1.082304 6.498521 -3.252922 0.11 -0.70 -0.04 0.10
H 3.726807 -3.441986 2.295367 -0.17 -0.37 0.13 0.13
H -0.421354 1.272298 3.819795 -0.37 0.07 -0.84 0.07
H 3.000601 -7.213840 4.666729 -0.69 0.41 0.71 0.07
H 0.037904 4.655817 7.709530 -0.24 0.10 -0.45 0.08
H -5.527265 5.673186 -5.050665 0.01 0.19 0.58 0.12
H 7.979244 -2.415465 2.745243 0.11 0.30 -0.17 0.09
H -1.652503 5.736792 -4.743191 -0.54 -0.50 0.13 0.06
H -0.788382 1.795229 -3.242940 -0.75 0.92 -0.08 0.03
H -5.909629 2.536909 -3.916628 0.27 -0.28 -0.07 0.07
H -5.865704 4.271254 2.601770 0.80 0.65 -0.47 0.06
H -2.794888 0.438194 -7.212809 -0.47 0.17 -0.73 0.07
H -6.479790 -1.937850 4.133315 -0.71 -0.13 0.06 0.13
H -5.115134 0.852032 0.843555 -1.00 -0.67 0.85 0.07
H -4.949652 -4.306495 0.273814 0.66 -0.02 -0.67 0.10
H 5.500102 -5.367026 3.935993 -0.32 -0.44 0.42 0.06
H 0.114021 0.161472 5.669859 -1.15 1.63 -1.21 0.00
H -4.711988 1.177235 -4.138194 -0.01 1.10 0.72 0.09
H 6.393359 -1.725292 2.522493 -0.30 -0.16 -0.26 0.08
H -5.093794 -0.732345 1.712991 -0.15 0.81 0.28 0.05
H -3.582327 -4.943715 -0.734036 0.33 -0.91 -0.65 0.03
H -1.272263 4.616661 8.814350 -0.37 -0.56 -0.31 0.08
H 3.920846 3.711296 -1.689102 -0.35 0.27 0.49 0.11
H 5.406277 1.080970 5.590352 -0.76 0.87 0.37 0.10
H -1.613137 2.317365 2.894480 -0.15 0.06 -0.25 0.07
H -0.221519 -0.931731 1.691805 -0.68 0.33 -0.27 0.07
H 2.550035 3.464767 0.737526 0.44 0.06 -0.33 0.06
H -1.804541 0.034475 1.621525 0.41 0.01 -0.14 0.06
H 1.215424 3.803006 -4.051901 -1.13 -0.41 1.50 0.08
H 0.285052 -7.278030 -1.323716 -0.58 -0.78 -0.11 0.08
H 3.256120 3.399782 2.365904 -0.07 -0.64 -0.89 0.09
H -0.297752 -2.867416 -2.078771 0.84 0.11 -0.44 0.12
H 3.011796 0.551383 -0.967631 0.36 0.59 -0.67 0.09
H 1.274949 -7.368126 0.176741 -0.28 0.31 -0.06 0.07
H 7.723403 0.562989 -2.063769 0.19 -0.47 1.19 0.09
H 4.564877 -7.063471 3.981557 -0.03 -0.74 -0.31 0.06
H 5.329734 2.468904 -3.317901 0.06 0.75 0.85 0.09
H 8.684472 -0.233552 -0.710879 0.29 -0.52 -0.50 0.07
H -4.757755 -6.107888 -3.607940 -0.09 0.15 0.09 0.08
H -0.956529 4.462212 -1.281500 -0.46 -0.41 0.68 0.07
H -4.701777 5.746003 2.571820 -0.19 -0.28 -0.34 0.07
H 1.076746 -3.255113 -4.269422 0.25 -0.52 0.28 0.08
H 8.253917 -2.706487 0.178895 -0.24 -0.04 1.08 0.13
H -1.155069 -5.893871 4.089981 0.01 0.29 -0.05 0.08
H 4.815238 2.818619 5.307953 -0.04 -1.27 0.05 0.10
H 2.416034 1.970833 1.639412 0.66 0.10 -0.19 0.07
H -2.919609 -4.728840 -2.589962 -0.27 -0.15 -0.42 0.10
H -7.056810 -1.230671 6.478464 0.00 -0.22 -0.33 0.09
H 1.620919 1.695041 -5.484716 -0.60 0.11 -0.05 0.09
H 6.802756 2.968385 -2.528432 -0.44 0.35 0.54 0.07
H 2.169010 -1.864375 0.541901 -0.32 -0.89 0.07 0.06
H -0.483974 -5.695930 2.429557 0.01 -0.02 0.52 0.06
H -1.072357 -4.130234 -8.306070 -1.21 0.15 -0.31 0.11
H -3.867774 6.147424 -5.315912 -0.20 0.05 0.28 0.11
H 4.823168 -3.682192 4.274263 -0.07 -0.78 0.68 0.09
H -5.402417 7.799442 -3.564933 0.22 -0.13 -0.62 0.09
H -1.514923 -3.116142 -9.667042 -0.06 0.58 0.51 0.09
H -1.145721 0.118048 -2.593404 0.19 0.84 0.17 0.09
H 0.177613 4.747174 0.004524 -0.06 -0.28 0.30 0.08
H -2.807965 3.668871 6.962878 0.25 0.07 -0.28 0.13
H 7.199718 0.434171 -0.323389 -1.07 0.60 0.36 0.04
H 3.852873 -1.494434 -0.092911 -1.14 0.24 0.67 0.11
H -1.374355 5.717759 7.544637 -0.18 1.15 -0.63 0.06
H 0.649267 -5.634258 3.819215 -1.80 0.11 -0.27 0.08
H -2.813327 -4.016120 -9.024265 0.21 -0.76 0.19 0.08
H 2.396844 1.866871 5.409872 1.06 -0.62 -0.20 0.11
H 0.559062 -3.389790 3.400500 -0.80 -0.56 -0.28 0.12
H -3.650012 7.471369 -3.328050 -0.41 -0.07 -0.13 0.08
H -5.750999 -0.193136 6.535290 0.71 1.13 -0.07 0.07
H -1.944001 1.532328 4.481849 -1.31 -0.26 0.75 0.06
H 5.722325 4.189149 -3.239082 -0.06 -0.23 0.53 0.09
H -3.045179 -1.866470 -8.267302 -0.41 0.47 0.45 0.13
H 0.017135 -1.590666 5.898713 0.52 0.97 0.37 0.08
H -0.808080 -3.503265 4.461523 -0.41 0.21 0.63 0.09
H -6.678478 -0.154022 1.257106 0.56 0.89 0.17 0.09
H -2.944113 -3.653059 -3.998397 -0.40 -0.06 0.36 0.11
H -4.712365 2.378644 -2.615034 0.34 -0.41 -1.58 0.10
H -4.903977 6.541486 -2.527341 0.03 -0.18 0.26 0.07
H -1.266171 2.725667 7.056273 -0.68 0.58 -0.30 0.12
```
Forces are in eV/Å.